# 1
ORCA calculation (ωB97M-V/def2-TZVPD) on C4H6N2O in the gas phase at a distorted geometry.

Geometry as XYZ:
```
13
Properties=species:S:1:pos:R:3:forces:R:3
O 0.26346 -0.46533 -0.44242 -0.11 -0.49 0.11
N -1.64313 -0.69686 0.72548 -0.18 -0.44 -0.41
N -1.69061 -2.68524 -2.12430 0.36 0.72 0.70
C 1.63541 1.43274 0.05029 -0.49 0.10 0.17
C -1.31730 -1.92714 -1.33612 -0.41 -0.82 -0.82
C -0.92404 -1.02053 -0.27911 -0.57 0.16 0.38
C 0.44052 0.57708 0.54908 -0.57 -0.14 0.51
H -2.61935 -0.93756 0.70742 -0.16 -0.65 -0.20
H 0.71006 0.10184 1.49457 0.42 -0.25 -0.02
H 1.49235 1.88257 -0.93869 -0.29 -0.10 0.24
H 2.57012 0.84208 -0.02114 -0.67 -0.04 0.16
H -0.76435 0.65962 0.85587 2.82 1.97 -0.79
H 1.84687 2.23674 0.75908 -0.16 -0.03 -0.03
```
Positions in Å, forces in eV/Å.

Output
SMILES string: [H]/N=C(\C#N)OCC
LUMO in eV: 0.296
ΔE to the lowest compared entry with this formula, charge and spin in kcal/mol: 65.3
Net charge: 0

Here are the Mulliken charges for atoms 1 to 4, given in e: -0.286, -0.587, -0.353, -1.127

# 2
ORCA calculation (ωB97M-V/def2-TZVPD) on 2 unconnected molecules or ions with the total composition C2H4N3 at a distorted geometry.

Geometry as XYZ:
```
9
Properties=species:S:1:pos:R:3:forces:R:3
N -0.62463 0.93782 1.20784 -2.85 -0.44 0.63
N 0.40568 0.79852 0.50242 3.00 -2.24 -1.49
N 0.54618 -0.32832 -2.55397 -0.75 0.47 1.14
C 0.01119 0.00746 -1.56956 1.39 -0.06 -2.29
C -0.06791 -0.36767 1.28003 0.93 -2.56 0.47
H 0.42716 -0.94285 2.15861 -0.21 2.20 -1.30
H -0.60813 -1.12062 0.68510 -0.16 0.57 0.34
H 0.93644 -0.60843 -3.47379 -0.47 0.30 1.15
H -1.02600 1.62408 1.76332 -0.88 1.76 1.35
```
Positions in Å, forces in eV/Å.

Output
LUMO (alpha / beta) in eV: -3.372 / -9.640
ΔE to the lowest compared entry with this formula, charge and spin in kcal/mol: 49.9
Net charge: +1
<S²>: 2.013
Spin multiplicity: 3

Here are the Mulliken charges for atoms 1 to 4, given in e: 0.083, -0.264, -0.054, 0.127

# 3
ORCA calculation (ωB97M-V/def2-TZVPD) on 11 unconnected molecules or ions with the total composition C54H125N11O14 at a distorted geometry.

Geometry as XYZ:
```
204
Properties=species:S:1:pos:R:3:forces:R:3
O -2.98233 4.57481 1.60475 0.38 -0.08 -0.49
O 4.30378 6.77447 -0.48153 -0.47 0.04 -0.36
O -5.22654 -1.97266 -3.12971 -0.44 0.66 0.75
O 2.03337 3.91890 -0.51916 0.75 0.22 0.63
O 1.98509 -1.95431 3.19168 0.82 0.70 -0.94
O -4.71031 4.41579 -0.59030 0.81 0.04 -0.52
O -2.25143 4.51991 -4.80786 0.37 -0.46 -0.65
O -1.26691 4.50548 3.74102 1.09 -0.31 1.06
O -1.01551 -0.11824 -0.09089 -1.14 -1.72 1.74
O -5.58770 -0.25965 0.42020 -0.48 -0.14 -0.15
O 5.33954 -1.29029 3.74370 -0.52 1.87 0.79
O 0.87431 -3.49053 -6.06284 -0.10 -0.14 0.42
O 0.00062 4.04348 -2.61098 -0.23 -0.93 0.54
O 2.60998 1.91624 -2.44697 0.43 2.94 3.19
N 3.71074 0.18627 -3.29104 2.08 -1.69 0.08
N -1.10368 1.23472 -1.87835 -3.12 1.13 -3.57
N -3.59491 -1.27618 0.11791 0.31 -2.95 -2.19
N -3.74172 0.30951 1.48708 3.56 3.91 4.38
N -1.11331 3.10720 3.86398 -0.49 -1.30 -2.05
N -5.90351 -1.15624 -4.05564 0.00 0.73 -2.03
N 1.86219 0.97149 -4.23132 -2.49 -0.21 -2.58
N 5.09710 -0.26172 2.90312 2.45 -0.91 -1.33
N 1.39305 -3.13061 -4.82572 2.32 1.06 1.68
N 1.20701 -3.04562 3.52573 -1.48 -0.96 2.41
N 0.68928 1.12081 -0.78554 3.53 0.40 1.40
C 5.20543 0.55263 0.54332 1.06 -1.28 -0.71
C -4.39142 -0.38705 0.66801 -4.46 -1.46 -2.47
C -2.28345 4.49347 -3.40473 0.94 2.17 0.29
C 0.72710 3.12211 2.17229 -0.82 1.05 0.00
C 0.60979 -4.60028 5.34725 -0.04 -0.80 -0.47
C 1.00996 -2.18119 -2.52124 1.66 1.15 -0.82
C -0.53081 -1.67755 -4.43796 0.97 0.04 0.06
C -3.86939 0.12862 -4.57566 -0.66 1.13 0.39
C 2.01139 -4.51625 1.67850 0.43 -0.37 0.19
C 0.28839 -5.66924 4.29526 -0.75 0.99 -2.05
C -1.95492 2.52160 4.91641 -0.44 -1.41 -0.42
C -0.45528 0.46756 4.64403 -1.69 -0.36 0.10
C 5.57486 -0.66761 1.51919 -2.16 2.73 -2.66
C 2.24593 -2.91132 -2.01162 -1.07 -1.69 -0.42
C 4.77110 -1.92046 1.00642 1.90 0.93 0.69
C 6.68360 1.50494 3.84217 0.70 0.13 0.18
C 0.25211 2.65457 3.52859 1.44 0.79 1.81
C -7.57682 0.88324 -5.44740 1.21 -0.89 -1.32
C -0.49580 -3.93844 -3.33282 -0.38 0.09 -0.60
C -2.73918 3.58460 0.62232 -1.58 -1.95 -0.57
C -0.53454 0.66681 -0.86812 0.69 -0.01 0.83
C -0.15805 -5.05017 2.90440 1.33 0.64 0.99
C -1.44008 2.82935 6.36597 -0.88 0.71 -0.73
C 1.54118 -2.31184 5.94826 -0.06 -1.08 -1.58
C -5.38471 0.17821 -4.20491 1.44 1.69 -0.07
C -1.96729 0.94934 4.80028 1.88 0.07 -0.36
C 1.61852 -3.52316 4.87585 -0.47 -0.31 1.36
C -3.38762 3.05348 4.62478 -0.52 0.57 1.57
C -7.34022 -1.36868 -4.19733 -0.28 -0.38 0.17
C -0.98175 5.06628 -2.73515 -0.47 -0.68 -0.84
C -7.49038 -2.83351 -4.47718 -0.22 -1.40 -0.21
C 7.09548 -0.84617 1.51104 -0.63 -1.27 0.83
C 3.22853 -3.36256 -3.09819 -0.55 1.40 -0.16
C 5.54499 1.93303 0.98568 -0.25 1.33 1.00
C 1.20318 3.21792 4.62898 0.14 0.40 0.56
C 2.59383 -3.92265 -4.40549 1.14 -0.76 -0.64
C 4.78239 2.13983 2.30643 -0.07 -0.57 -0.71
C 3.16855 4.71930 -0.88433 -0.99 1.31 -0.07
C -4.05924 3.21418 -0.09419 -1.55 1.00 0.58
C -7.92531 -0.59684 -5.45335 -1.08 0.55 2.50
C -8.13924 -1.01099 -2.91119 -0.08 -0.11 0.49
C -0.03120 -3.09897 1.34834 1.29 0.51 0.54
C -5.46713 1.11319 -2.92267 -0.22 -1.22 -0.10
C 0.78011 -3.90100 2.42957 0.66 -0.78 -1.51
C 5.27594 1.11051 3.39424 -1.08 2.18 0.77
C 0.39843 -2.76870 -3.81119 -1.89 -0.46 0.48
C 3.51381 5.79416 0.18651 0.94 -1.02 -0.41
C -6.05480 0.94426 -5.39451 -0.25 0.80 0.10
C 3.64664 -3.84041 -5.62677 -0.61 -0.44 0.71
C 2.31422 -5.44380 -4.09933 -1.22 0.48 -0.44
C 4.36494 1.24509 4.63120 0.29 -0.68 0.44
C 0.28484 1.11763 3.45698 -2.31 0.05 1.68
C 2.72626 1.05979 -3.26707 0.45 -0.47 -1.12
C 3.04719 -4.14729 4.95425 -0.47 0.02 -1.19
H -5.17575 4.83062 0.13970 -0.32 -0.15 -0.12
H -3.65604 1.19250 -4.67927 0.48 0.16 -0.10
H -3.05913 5.23042 -3.19661 -0.29 -0.37 0.56
H -7.81432 -1.06525 -6.43129 0.49 -0.11 0.25
H 6.58758 2.23968 1.06976 0.48 -0.99 0.43
H 3.70755 -3.62134 4.26476 0.32 0.48 0.28
H 0.51214 4.29338 -1.83800 0.67 -0.38 0.35
H 1.71690 -2.59743 6.98541 0.31 -0.49 -0.22
H -1.09374 -1.12543 -3.68539 -0.36 -0.55 0.15
H 3.47129 -4.21695 5.95594 -0.14 0.21 -0.07
H -5.63934 0.68517 -6.36835 -0.05 -0.86 0.00
H 3.16586 -6.10532 -3.94060 0.29 0.41 -0.40
H -8.80297 -0.15344 -3.02153 0.18 0.18 -0.03
H -4.90860 0.61068 -2.13296 -0.18 -0.14 0.30
H 7.12083 0.81312 4.56211 0.04 -0.22 -0.24
H -8.08582 1.52021 -4.72401 0.08 -0.40 0.32
H -1.14436 -2.06137 -5.25303 -0.14 -0.02 0.27
H -1.35396 4.35174 -5.10425 0.05 -0.13 -0.13
H 4.82169 0.66840 5.43551 -0.45 -0.77 -0.08
H 2.47296 -3.85877 0.94177 -0.49 0.10 -0.33
H 1.48284 2.42671 5.32459 0.50 0.09 0.01
H 4.18466 0.47902 0.16820 -0.37 0.11 0.56
H 2.15924 3.07887 -0.96648 0.02 -0.20 -0.19
H 1.22379 0.57167 3.36539 0.47 0.88 -0.42
H -0.32906 -4.17649 5.70371 0.10 0.28 0.03
H -1.33732 3.91383 6.40390 0.03 0.07 0.40
H 4.68467 -1.94123 3.48101 -0.55 -1.09 -0.16
H -5.79621 2.00310 -5.38484 0.45 0.13 0.70
H 1.68818 -5.83556 -4.90102 0.27 -0.38 -0.31
H 0.09775 -0.88996 -4.85355 0.16 -0.16 -0.28
H -6.86792 -3.14907 -5.31447 -0.11 0.22 -0.35
H 1.08205 -5.15858 6.15556 -0.09 0.32 0.42
H 2.70723 -2.38565 -1.17558 0.22 0.13 -0.18
H 3.22228 -4.22394 -6.55463 -0.45 0.35 0.07
H -1.14926 -4.60390 2.82412 -0.27 -0.42 0.77
H -2.75886 0.14652 1.32120 0.33 1.18 1.16
H -3.90791 2.99551 3.66872 1.19 -0.32 -0.70
H 0.78313 4.01036 5.24841 -1.02 -0.34 0.03
H -0.60729 1.96347 -2.37091 -0.43 0.20 0.02
H 3.78204 -2.44070 -3.27684 0.69 -0.36 -0.55
H 0.36462 -1.99132 -1.66359 -0.77 -0.52 -0.36
H -8.52852 -3.09459 -4.68263 -0.05 0.05 -0.10
H -0.05246 -4.55854 -2.55370 -0.08 0.26 0.15
H -3.25043 -0.22352 -3.75045 -0.05 -0.40 -0.12
H 6.59103 2.44728 4.38209 -0.33 0.00 0.06
H 2.63444 6.18630 0.69741 -0.17 0.12 -0.27
H -3.61616 -0.30931 -5.54116 -0.20 -0.47 0.19
H -8.98674 -0.52501 -5.21607 -0.39 -0.92 -0.34
H -7.16392 -3.49096 -3.67140 -0.11 0.30 0.38
H -6.50023 1.21829 -2.59136 0.04 -0.01 0.08
H -0.48207 2.38423 6.63464 -0.08 -0.06 -0.38
H 1.90842 -3.86798 -1.61287 -0.36 -0.03 0.60
H 1.91615 0.30785 -4.99077 -0.10 0.13 0.19
H 4.52908 -4.47463 -5.54218 0.00 -0.14 0.83
H 2.02664 3.85796 4.31215 0.76 -0.89 -0.72
H 3.70595 -1.83809 1.22271 0.11 -0.29 0.20
H -0.05750 0.54071 5.65621 0.73 0.34 -0.24
H -2.02577 0.97622 -2.19935 0.11 -0.01 0.16
H -4.15315 2.58324 5.24199 0.32 -0.22 0.67
H 7.21733 -1.69175 2.18798 0.77 0.05 0.17
H 5.33545 -2.74542 1.44121 -0.82 -0.65 0.13
H -0.58747 -3.70624 0.63428 0.03 -0.34 0.30
H 3.82630 -4.15819 -2.65352 0.48 0.27 -0.30
H -2.16886 2.49392 7.10385 -0.11 0.14 -0.01
H 4.32498 2.20049 5.15437 0.00 0.53 -1.03
H 7.39220 -1.21028 0.52743 -0.04 0.32 -0.06
H 1.43935 -1.25888 3.56603 0.13 0.53 -0.23
H -4.06018 -1.86049 -0.56195 0.54 -0.05 -0.10
H 3.77862 -0.41298 -4.10122 0.36 0.02 0.26
H -1.79792 4.62446 2.95015 -0.40 0.00 -0.38
H -8.76634 -1.81955 -2.53559 -0.23 -0.28 -0.56
H 1.12546 1.59091 -1.56583 0.07 -0.10 0.32
H -7.90379 1.20406 -6.43647 0.03 0.58 0.01
H -1.41803 -3.45368 -3.01253 -0.06 -0.34 0.49
H 4.17141 5.34097 0.92832 -0.23 -0.29 0.42
H -5.04133 2.11345 -3.00181 0.02 0.00 -0.63
H -0.68868 -2.35105 1.79155 -0.11 -0.16 0.12
H 0.71968 -2.56119 0.76947 -0.21 0.33 -0.19
H -0.53438 -6.34347 4.53311 0.22 -0.01 0.69
H 1.67652 -5.60080 -3.22939 0.09 0.38 0.26
H -4.07357 2.46489 -0.88568 0.84 0.32 -0.24
H -2.46161 2.67306 1.15161 0.41 0.08 0.11
H -2.61842 0.49422 4.05395 0.17 0.57 -0.65
H -0.08567 -5.83739 2.15396 -0.21 0.08 -0.04
H 0.53333 -1.89670 5.94772 0.12 0.23 -0.30
H -4.13522 1.05713 2.04055 0.26 -0.21 -0.29
H 3.04894 -5.13582 4.49501 -0.17 -0.26 0.31
H -7.50153 -0.86747 -2.03893 0.37 0.39 -0.21
H 4.88223 7.23162 0.13329 -0.14 -0.05 0.13
H 1.28712 -1.16550 -2.80348 0.36 0.25 -0.02
H -2.35234 0.48043 5.70580 0.06 0.43 0.37
H 5.76785 0.46335 -0.38610 0.32 -0.90 -0.04
H 1.12767 1.66469 -4.22311 0.05 -0.21 -0.21
H 2.88560 -4.78861 2.26984 -0.24 0.06 0.77
H 1.25488 0.91135 0.02460 -0.22 -0.08 -0.22
H 0.57961 -4.39530 -5.93585 -0.43 -0.54 -0.33
H 4.94000 -2.00713 -0.06692 -0.13 0.19 -0.01
H 1.16683 -6.27604 4.07565 0.07 -0.11 0.13
H -0.45299 -0.60072 4.42750 -0.23 -0.29 0.09
H 4.54578 0.42896 -2.77732 -0.17 -0.23 -0.19
H 3.73549 1.95839 2.06314 -0.22 -0.26 0.24
H -2.54219 3.51264 -3.00583 0.08 -0.08 0.17
H 7.38287 1.75505 3.04432 -0.07 -0.49 -0.09
H -2.59473 -1.23960 0.25354 -0.22 -0.28 -0.58
H 3.36356 0.92367 4.34480 -0.07 -0.05 0.49
H -1.25804 5.51776 -1.78229 0.07 -0.18 0.23
H -4.69405 -2.58008 -3.64844 -0.07 -0.01 -0.36
H -0.14065 2.95644 1.53379 0.50 -0.13 -0.73
H -0.39149 5.78449 -3.30425 -1.18 0.80 -0.49
H -4.84241 2.81590 0.55089 0.53 -0.43 0.78
H 0.97490 4.18311 2.14115 -0.29 0.12 0.12
H 1.74381 -5.47365 1.23141 -0.15 0.22 -0.49
H 5.33578 2.61156 0.15868 -1.09 0.22 0.20
H 4.03725 -2.83757 -5.79951 -0.37 0.19 0.10
H 2.30377 -1.59694 5.63926 -0.17 0.35 0.28
H -1.99411 3.76119 -0.15343 0.30 0.77 0.26
H 4.75827 3.14769 2.72084 0.55 -0.10 0.19
H -0.39600 0.86691 2.64353 0.42 -0.19 -0.59
H 4.05191 4.14608 -1.16573 -0.06 -0.20 0.21
H -3.68062 5.14189 1.26947 0.16 0.37 -0.06
H -0.80140 -4.62237 -4.12462 0.07 0.00 -0.29
H 1.65477 2.64477 1.85659 -0.31 -0.46 -0.07
H -3.41099 4.11154 4.88567 -0.08 0.06 0.02
H 2.83246 5.25707 -1.77087 0.47 0.31 -0.24
H 7.68825 0.00617 1.84305 -0.24 -0.11 -0.20
```
Positions in Å, forces in eV/Å.

Output
LUMO (alpha / beta) in eV: -2.087 / -6.248
Net charge: +1
<S²>: 0.754
Spin multiplicity: 2

Here are the Mulliken charges for atoms 1 to 4, given in e: -0.409, -0.557, -0.339, -0.133

Number 3 is which compound? C54H125N11O14

What did the first record say?
ORCA calculation (ωB97M-V/def2-TZVPD) on C4H6N2O in the gas phase at a distorted geometry.

Geometry as XYZ:
```
13
Properties=species:S:1:pos:R:3:forces:R:3
O 0.26346 -0.46533 -0.44242 -0.11 -0.49 0.11
N -1.64313 -0.69686 0.72548 -0.18 -0.44 -0.41
N -1.69061 -2.68524 -2.12430 0.36 0.72 0.70
C 1.63541 1.43274 0.05029 -0.49 0.10 0.17
C -1.31730 -1.92714 -1.33612 -0.41 -0.82 -0.82
C -0.92404 -1.02053 -0.27911 -0.57 0.16 0.38
C 0.44052 0.57708 0.54908 -0.57 -0.14 0.51
H -2.61935 -0.93756 0.70742 -0.16 -0.65 -0.20
H 0.71006 0.10184 1.49457 0.42 -0.25 -0.02
H 1.49235 1.88257 -0.93869 -0.29 -0.10 0.24
H 2.57012 0.84208 -0.02114 -0.67 -0.04 0.16
H -0.76435 0.65962 0.85587 2.82 1.97 -0.79
H 1.84687 2.23674 0.75908 -0.16 -0.03 -0.03
```
Positions in Å, forces in eV/Å.

Output
SMILES string: [H]/N=C(\C#N)OCC
LUMO in eV: 0.296
ΔE to the lowest compared entry with this formula, charge and spin in kcal/mol: 65.3
Net charge: 0

Here are the Mulliken charges for atoms 1 to 4, given in e: -0.286, -0.587, -0.353, -1.127

Among the records above, which one has the lowest net charge? C4H6N2O